1.
DFT (the ωB97M-V functional and the def2-TZVPD basis) results for 2 unconnected molecules or ions with the total composition C10H10N2 at a distorted geometry.

Structure (XYZ):
```
22
Properties=species:S:1:pos:R:3:lowdin_charge:R:1
H -3.193 -0.771 2.229 0.080
C -3.319 0.822 -0.768 -0.178
C 3.205 1.286 0.456 -0.077
C -1.475 -0.661 -0.647 -0.187
C 3.948 0.164 0.162 -0.079
C -3.656 0.487 0.537 -0.110
H 0.166 -0.085 -0.318 0.036
C -1.801 -1.056 0.652 -0.054
H -0.556 -0.972 -1.181 0.098
H -4.073 1.442 -1.490 0.153
H 3.797 -1.919 -0.417 0.106
H 5.026 0.144 0.222 0.099
C 3.248 -0.969 -0.282 -0.147
C -2.914 -0.414 1.288 -0.058
C 1.268 -0.030 -0.156 -0.185
H -1.309 -2.013 0.865 0.116
H 1.150 2.015 0.454 0.093
H 3.712 2.170 0.776 0.096
H -4.723 0.624 0.901 0.119
C 1.809 1.192 0.298 -0.030
N 1.915 -1.137 -0.369 0.071
N -2.183 0.343 -1.243 0.040
```

The LUMO energy is 0.762 eV. As for the energy relative to the best compared isomer or geometry (same formula, charge and spin): 305.6 kJ/mol. For the HOMO energy, the calculation gives -9.289 eV. The value obtained for the gap between HOMO and LUMO is 0.36937 Ha.

---

2.
DFT (the ωB97M-V functional and the def2-TZVPD basis) results for 2 unconnected molecules or ions with the total composition C10H10N2 at a distorted geometry.

Structure (XYZ):
```
22
Properties=species:S:1:pos:R:3:lowdin_charge:R:1
C 0.891 -0.483 -0.356 -0.196
C -1.522 1.211 0.179 -0.075
C -0.878 0.050 0.586 -0.168
H -3.360 2.039 -0.572 0.104
H 4.334 0.897 0.503 0.106
H -1.085 -2.070 0.768 0.125
H 1.891 -2.380 -0.616 0.135
H 0.148 0.048 0.916 0.089
C 2.395 1.330 -0.004 -0.026
H -1.030 2.183 0.243 0.111
C -3.452 -0.099 -0.296 -0.158
H -0.004 -1.010 -0.665 0.114
C 3.406 0.382 0.203 -0.155
H 0.332 1.637 -0.137 0.089
C -1.572 -1.143 0.490 -0.137
N -2.858 -1.239 0.077 0.070
C -2.836 1.144 -0.261 -0.053
N 3.318 -0.928 -0.098 0.073
H -4.472 -0.192 -0.649 0.100
C 2.010 -1.278 -0.302 -0.118
C 1.105 0.843 -0.220 -0.116
H 2.742 2.286 0.245 0.086
```

The LUMO energy is 0.498 eV. As for the energy relative to the best compared isomer or geometry (same formula, charge and spin): 571.9 kJ/mol. For the HOMO energy, the calculation gives -8.728 eV. The value obtained for the gap between HOMO and LUMO is 0.33905 Ha.

---

3.
DFT (the ωB97M-V functional and the def2-TZVPD basis) results for 2 unconnected molecules or ions with the total composition C10H10N2 at a distorted geometry.

Structure (XYZ):
```
22
Properties=species:S:1:pos:R:3:lowdin_charge:R:1
N 2.147 -1.057 0.818 0.055
C 1.630 -1.521 -0.396 -0.099
C 1.488 0.727 -1.266 -0.132
H 2.246 2.201 -0.034 0.076
C -1.188 0.649 1.303 -0.077
N -2.382 -0.819 -0.952 0.060
C 1.983 1.227 -0.160 -0.063
H -0.452 -1.423 1.905 0.124
H -2.999 1.308 -1.375 0.139
H 1.416 1.516 -1.978 0.121
H 1.329 -2.514 -0.640 0.103
H 2.439 0.621 2.005 0.153
C -2.456 0.445 -0.753 -0.237
H -0.844 1.242 2.070 0.072
C -1.836 1.229 0.221 -0.124
C 1.415 -0.577 -1.343 -0.133
H 0.865 -0.993 -2.164 0.109
H -2.072 2.347 0.421 0.130
H -1.938 -2.560 0.125 0.098
C 2.301 0.216 0.829 -0.196
C -1.927 -1.464 0.149 -0.129
C -1.163 -0.802 1.214 -0.050
```

The LUMO energy is 0.767 eV. As for the energy relative to the best compared isomer or geometry (same formula, charge and spin): 443.3 kJ/mol. For the HOMO energy, the calculation gives -9.224 eV. The value obtained for the gap between HOMO and LUMO is 0.36714 Ha.

---

4.
DFT (the ωB97M-V functional and the def2-TZVPD basis) results for 2 unconnected molecules or ions with the total composition C10H10N2 at a distorted geometry.

Structure (XYZ):
```
22
Properties=species:S:1:pos:R:3:lowdin_charge:R:1
H 2.440 2.281 0.158 0.079
C 2.037 -1.444 -0.377 -0.156
N 2.744 -1.029 0.690 0.050
H 0.957 -0.995 -2.156 0.096
C -1.632 0.689 1.243 -0.069
H -1.058 -1.242 2.110 0.105
C -1.549 -0.709 1.284 -0.081
H 1.293 1.398 -1.965 0.101
H -1.233 1.308 2.063 0.108
N -2.697 -0.934 -0.811 0.051
C -2.276 1.280 0.119 -0.081
H -3.278 0.806 -1.725 0.098
C 2.332 1.265 -0.041 -0.066
H 3.350 0.576 1.749 0.094
C 2.790 0.310 0.870 -0.147
C -2.735 0.434 -0.861 -0.158
H 1.980 -2.538 -0.461 0.106
C -2.138 -1.474 0.268 -0.167
H -2.415 2.358 0.060 0.099
C 1.673 0.790 -1.163 -0.081
C 1.511 -0.580 -1.337 -0.077
H -2.096 -2.550 0.281 0.097
```

The LUMO energy is 0.871 eV. As for the energy relative to the best compared isomer or geometry (same formula, charge and spin): 135.0 kJ/mol. For the HOMO energy, the calculation gives -9.658 eV. The value obtained for the gap between HOMO and LUMO is 0.38696 Ha.

---

5.
DFT (the ωB97M-V functional and the def2-TZVPD basis) results for a molecular structure, C10H10N2O at a distorted geometry.

Structure (XYZ):
```
23
Properties=species:S:1:pos:R:3:lowdin_charge:R:1
O 1.796 2.879 -0.607 -0.090
H -1.744 1.252 1.583 0.079
C 2.990 1.860 -1.087 -0.050
C -0.913 0.967 0.972 -0.082
C -0.506 -2.562 -1.094 -0.119
C 1.085 0.488 -0.612 -0.103
H 2.886 0.910 -0.094 0.208
H 3.978 2.563 -1.297 0.106
H 1.805 0.055 -1.258 0.077
C -0.763 -0.297 0.506 -0.146
C -1.552 -1.421 0.949 -0.225
H -1.870 -3.557 0.415 0.144
C 0.878 1.857 -0.383 -0.247
C -0.075 2.061 0.777 0.058
H -0.294 2.844 1.389 0.071
N 0.354 -1.580 -1.339 0.112
C -1.335 -2.517 0.069 -0.052
H -3.253 -2.118 2.213 0.111
N -2.909 -1.285 1.571 0.004
H -3.164 -0.020 1.887 0.222
H -0.561 -3.382 -1.762 0.091
H 2.967 1.535 -2.233 0.109
C 0.196 -0.532 -0.564 -0.278
```

The LUMO energy is 0.049 eV. As for the energy relative to the best compared isomer or geometry (same formula, charge and spin): 798.0 kJ/mol. For the HOMO energy, the calculation gives -8.098 eV. The value obtained for the gap between HOMO and LUMO is 0.29938 Ha.

---

6.
DFT (the ωB97M-V functional and the def2-TZVPD basis) results for 2 unconnected molecules or ions with the total composition C10H10N2O2 at a distorted geometry.

Structure (XYZ):
```
24
Properties=species:S:1:pos:R:3:lowdin_charge:R:1
H 1.188 -2.040 -0.750 0.182
C -0.628 0.546 -2.310 -0.124
O 2.557 0.020 -1.236 0.036
C -2.099 -0.606 -0.918 -0.115
C -1.994 0.426 0.018 -0.067
H -2.328 0.431 1.100 0.122
H -1.958 -1.040 -2.917 0.103
H -0.851 2.228 0.540 0.076
H 2.896 1.282 1.138 0.227
H -0.216 0.677 -3.335 0.119
C 0.427 -0.574 2.367 -0.008
C -1.565 -0.475 -2.113 -0.095
H 1.666 0.961 2.949 0.117
C -0.335 1.481 -1.389 -0.119
H -2.712 -1.350 -0.725 0.063
C 1.420 0.376 2.090 -0.203
N 2.127 0.502 1.042 0.096
O -0.302 -2.805 1.592 -0.032
C 1.990 -0.244 -0.149 -0.451
C 0.413 -1.744 1.367 -0.326
C -1.001 1.423 -0.110 -0.083
H 0.335 2.370 -1.726 0.140
H -0.299 -0.389 3.330 0.163
N 1.269 -1.455 0.145 0.180
```

The LUMO energy is 0.282 eV. As for the energy relative to the best compared isomer or geometry (same formula, charge and spin): 327.1 kJ/mol. For the HOMO energy, the calculation gives -8.931 eV. The value obtained for the gap between HOMO and LUMO is 0.33856 Ha.

---

Look up the energy relative to the best compared isomer or geometry (same formula, charge and spin) of the third one. 443.3 kJ/mol

---

Which value of energy relative to the best compared isomer or geometry (same formula, charge and spin) does entry 3 give? 443.3 kJ/mol

---

What is the formula in the sixth record? C10H10N2O2